This record from the Open Molecules 2025 dataset describes a molecular structure, C30H60BiP2Si2 at a distorted geometry. The level of theory is ωB97M-V/def2-TZVPD.

charge	+1
HOMO energy (spin up / spin down)	-8.87 / -8.77	eV
HOMO-LUMO gap (spin up / spin down)	0.173 / 0.170	hartree

Positions of all 95 atoms, in Å:
Bi  0.80736  0.64631  -2.82234
C  1.12069  3.03512  2.91053
C  -0.13442  3.37044  2.33840
C  -0.46827  1.62423  3.79153
C  0.91734  1.95209  3.80583
C  -1.10480  2.46509  2.84128
C  2.39795  3.73551  2.68484
H  2.43248  4.18547  1.68883
H  3.24636  3.05138  2.78480
H  2.54116  4.54284  3.41517
C  1.93264  1.28467  4.64438
H  2.91366  1.74790  4.51109
H  2.02606  0.21941  4.38803
H  1.68238  1.33436  5.71365
C  -1.12590  0.55326  4.56757
H  -0.54613  0.30107  5.46821
H  -1.24482  -0.36515  3.95671
H  -2.13529  0.85699  4.89459
C  -2.53997  2.42166  2.50210
H  -3.16671  2.79726  3.32566
H  -2.87194  1.39313  2.28983
H  -2.75350  3.03121  1.61852
C  -0.41681  4.53202  1.47574
H  -0.79756  5.37277  2.07581
H  -1.18110  4.30408  0.72388
H  0.48642  4.88061  0.96463
C  2.28650  -0.18962  -4.25420
C  3.24471  1.02545  -4.31442
C  2.77511  2.19512  -5.20107
C  1.29402  2.25081  -5.64010
C  0.20246  1.67757  -4.74843
C  -0.40244  0.36195  -4.82958
C  0.15845  -0.80365  -5.56795
C  1.69585  -0.75779  -5.54686
H  3.37899  2.16493  -6.12998
H  1.20261  1.86836  -6.66723
H  3.03116  3.15571  -4.72493
H  2.02691  -0.20928  -6.43922
H  2.65252  -1.01633  -3.61850
H  4.25169  0.74871  -4.68444
H  2.06791  -1.78550  -5.68886
H  -0.22154  -1.74144  -5.13181
H  -1.48875  0.35931  -4.72732
H  -0.22449  -0.83820  -6.60709
H  1.04167  3.32563  -5.74204
H  -0.46357  2.45358  -4.34906
P  3.60008  1.48590  -2.55015
C  4.94661  0.37963  -2.07982
C  3.73227  3.24833  -2.13845
P  -2.00362  -1.20419  -1.23282
C  -0.25082  -1.27371  -1.77129
C  -2.54455  0.35560  -2.10148
C  -2.52361  -2.51977  -2.43407
H  4.47857  -0.55356  -1.72275
H  5.52647  0.81983  -1.25400
H  5.63495  0.12292  -2.90193
H  3.13053  3.88057  -2.80752
H  4.75927  3.64362  -2.08324
H  3.27516  3.31532  -1.13018
H  -1.85677  -2.57126  -3.31091
H  -3.55845  -2.35883  -2.75640
H  -2.43060  -3.43429  -1.82775
H  0.39954  -1.40638  -0.87957
H  -0.09341  -2.10330  -2.49154
H  -3.30305  0.85399  -1.47070
H  -2.94622  0.18089  -3.11803
H  -1.68416  1.04683  -2.16348
C  -0.11050  -4.69706  1.87311
Si  -0.00648  -2.91900  2.51228
C  0.30384  -3.03126  4.37846
C  1.47000  -2.07547  1.71830
C  -1.51394  -1.91412  2.11254
Si  -3.26791  -2.39762  2.47516
C  -3.86024  -1.70624  4.13911
C  -4.39983  -1.74193  1.11160
C  -3.52300  -4.27766  2.57356
H  0.89895  -5.13011  1.79554
H  -0.56192  -4.73384  0.87146
H  -0.69897  -5.35614  2.52805
H  0.99368  -3.86425  4.58894
H  0.76589  -2.11254  4.77157
H  -0.62178  -3.21222  4.94450
H  1.21643  -1.68684  0.72826
H  1.84292  -1.23564  2.32035
H  2.29790  -2.78682  1.59094
H  -1.35177  -0.99829  1.51925
H  -4.28633  -0.69496  4.02999
H  -4.64817  -2.35938  4.55261
H  -3.04236  -1.65321  4.87568
H  -4.11031  -2.12917  0.11953
H  -5.43973  -2.05864  1.30579
H  -4.38637  -0.64198  1.05963
H  -3.24487  -4.77781  1.63417
H  -2.94288  -4.74066  3.38616
H  -4.58751  -4.49433  2.76334

This record from the Open Molecules 2025 dataset describes 8 unconnected molecules or ions with the total composition C30H60Cl2O21 at a distorted geometry. The level of theory is ωB97M-V/def2-TZVPD.

SMILES	CCOC(=O)OC.CCOC(=O)OC.CCOC(=O)OC.CCOC(=O)OC.CCOC(=O)OC.CCOC(=O)OC.CCOC(=O)OC.ClCCCl
charge	0
HOMO energy	-10.47	eV
HOMO-LUMO gap	0.396	hartree
energy above the lowest of the compared OMol25 structures with the same formula, charge and spin	427.1	kJ/mol

Positions of all 113 atoms, in Å:
C  -0.48370  1.56078  -11.78245
C  -0.29498  1.41971  -10.22881
O  -0.98025  2.57629  -9.76043
C  -1.07354  2.77945  -8.40677
O  -0.55556  2.11246  -7.51031
O  -2.01991  3.67909  -8.18932
C  -2.27830  4.11610  -6.87291
H  -0.32624  0.53524  -12.11646
H  0.29277  2.23193  -12.14956
H  -1.49896  1.78491  -12.10971
H  0.78649  1.42675  -10.09287
H  -0.64663  0.50139  -9.75855
H  -3.04703  3.60493  -6.29339
H  -2.63282  5.14676  -6.88486
H  -1.32893  4.18604  -6.34195
C  7.04325  2.61419  0.03445
C  8.22187  2.73913  -1.03884
O  7.94453  2.39359  -2.37643
C  7.03622  3.10992  -3.03091
O  6.38920  4.09255  -2.58406
O  6.84143  2.50702  -4.21606
C  5.85097  3.03536  -5.13864
H  6.38399  1.74915  -0.03762
H  6.29920  3.41074  0.03216
H  7.49868  2.69779  1.02121
H  8.97317  2.01067  -0.73388
H  8.67629  3.72454  -0.93605
H  6.25482  3.95343  -5.56543
H  4.97308  3.17793  -4.50849
H  5.71682  2.30907  -5.94027
C  0.67101  2.79695  0.70328
C  -0.39971  1.87562  0.13968
O  -0.16295  0.70488  0.90866
C  -0.91705  -0.39911  0.78280
O  -1.75820  -0.74237  -0.09052
O  -0.46165  -1.21006  1.72771
C  -0.95621  -2.56031  1.90379
H  0.67978  3.79566  0.26669
H  1.67747  2.37880  0.68632
H  0.49824  2.90994  1.77355
H  -0.19276  1.74488  -0.92248
H  -1.40965  2.21604  0.36819
H  -1.98262  -2.58583  1.53783
H  -0.92715  -2.86829  2.94897
H  -0.45960  -3.30158  1.27771
C  1.26224  -8.53338  1.85893
C  2.83029  -8.40480  1.68173
O  3.15958  -7.03663  1.63288
C  4.09802  -6.64431  0.79585
O  4.59718  -7.23884  -0.15152
O  4.38757  -5.35601  1.06994
C  5.38883  -4.61077  0.42692
H  0.71507  -8.41576  0.92359
H  0.92702  -7.77130  2.56246
H  0.81293  -9.46824  2.19399
H  3.24704  -8.96363  0.84379
H  3.27673  -8.78164  2.60194
H  6.35185  -4.65852  0.93526
H  5.07135  -3.57009  0.49254
H  5.69136  -4.90730  -0.57739
C  6.66150  -1.69575  6.69905
C  6.02834  -1.82260  5.34691
O  5.07522  -0.74161  5.18770
C  3.90911  -0.82828  5.64614
O  3.33669  -1.83599  6.07566
O  3.36174  0.37553  5.52207
C  1.99869  0.49853  5.90102
H  7.56224  -2.28512  6.87060
H  5.92536  -2.00699  7.44022
H  7.06039  -0.69376  6.85714
H  5.62164  -2.81710  5.16342
H  6.78961  -1.65562  4.58488
H  1.73838  1.53589  5.69073
H  1.89117  0.44061  6.98416
H  1.32127  -0.17767  5.37953
C  -7.78281  0.15365  3.53783
C  -6.34254  0.06015  3.02317
O  -5.47004  0.89775  3.74703
C  -5.37704  2.14259  3.37341
O  -5.90681  2.66350  2.39571
O  -4.56730  2.87179  4.25252
C  -4.12004  4.14288  3.94217
H  -8.21673  1.14910  3.44344
H  -7.66711  -0.16659  4.57328
H  -8.45056  -0.63435  3.18962
H  -6.34024  0.32973  1.96704
H  -5.98136  -0.96767  3.05831
H  -3.27322  4.34980  4.59653
H  -4.87336  4.91170  4.11399
H  -3.69856  4.12151  2.93719
C  -10.89222  -4.47902  -4.93349
C  -9.59550  -3.80850  -5.20626
O  -8.59123  -4.67135  -4.73129
C  -8.04376  -4.46331  -3.51632
O  -8.53101  -3.74978  -2.66613
O  -6.98029  -5.28103  -3.37415
C  -6.13665  -5.23054  -2.21363
H  -10.98776  -4.76608  -3.88632
H  -10.86694  -5.38802  -5.53446
H  -11.80888  -3.95544  -5.20498
H  -9.55711  -2.80234  -4.78881
H  -9.54674  -3.55376  -6.26495
H  -5.57105  -6.16095  -2.16339
H  -6.77808  -5.08082  -1.34515
H  -5.46894  -4.37145  -2.27866
Cl  1.77204  7.75983  5.86013
C  2.18814  9.36481  6.58647
C  1.68773  9.34777  8.10895
Cl  2.16493  7.90333  9.00150
H  1.53785  10.06026  6.05583
H  3.22694  9.66086  6.44036
H  0.63129  9.61491  8.13487
H  2.20112  10.15355  8.63359

no.,molar mass (u)
1,747.9
2,827.7